Molecular formula: CHNOS
Method: DFT, wB97M-V/def2-TZVPD

**Charge**: 0
**E_LUMO (alpha / beta)**: 0.028 / -0.117 Eh
**Energy above the lowest of the compared OMol25 structures with the same formula, charge and spin**: 4.7141 eV
**2S+1**: 3
**Energy**: -566.626937 a.u.
**Frontier orbital gap (alpha / beta)**: 0.259 / 0.274 hartree
**F_max**: 2.88 eV/A

Last column: Löwdin spin population.
Cartesian coordinates (Å):
1 C -0.382 0.007 0.493  0.523
2 N 0.854 0.322 -0.477  0.292
3 O 0.687 -0.704 0.621  0.208
4 S -1.776 0.706 0.566  0.969
5 H 0.617 -0.331 -1.203  0.008